13
Properties=species:S:1:pos:R:3 method="wB97M-V/def2-TZVPD" e_tot_ev=-15557.55673 e_lumo_ha=-0.146 homo_ev=-14.73 total_charge=+1 relative_energy_ev=1.1033
S 0.451 -1.746 -0.273
N 2.005 0.836 -0.085
C 1.028 0.175 0.422
C -1.865 0.090 -0.019
C -0.279 0.001 -0.246
H 0.886 0.066 1.531
H -2.194 -0.280 -1.026
H 2.936 0.866 0.250
H -0.126 0.220 -1.271
H 1.768 1.284 -1.022
H -0.090 -1.976 0.834
H -2.259 1.031 0.083
H -2.261 -0.567 0.822